1.
129
Properties=species:S:1:pos:R:3:lowdin_charge:R:1 method="wB97M-V/def2-TZVPD" gap_ev=1.0188 multiplicity=1 charge=+1
Hf -32.55204 -31.25499 7.48033 1.7475
P -28.04314 -38.04259 6.55737 0.1993
F -28.06307 -36.48102 6.08541 -0.2251
F -27.88294 -38.47977 5.01560 -0.1652
F -26.43982 -37.87432 6.86800 -0.1903
F -28.11583 -39.60933 6.98922 -0.1620
F -28.31843 -37.42729 8.05372 -0.2162
F -29.71339 -38.01442 6.38534 -0.2397
C -33.56294 -27.65897 1.60040 -0.6015
F -34.25138 -26.96791 0.62095 0.0995
F -33.08052 -28.70088 0.97081 0.1533
F -32.58367 -27.04650 2.29535 0.1358
S -34.94112 -28.19363 2.85066 0.5651
O -35.45230 -26.90857 3.27680 -0.2115
O -35.91710 -29.02603 2.13516 -0.2129
O -34.16710 -28.94866 3.89089 -0.3065
C -26.75171 -27.84982 4.98832 -0.5761
F -26.84418 -27.47034 6.28997 0.1346
F -27.26958 -26.88584 4.24024 0.1502
F -25.49018 -27.99773 4.46178 0.1177
S -27.73532 -29.47328 4.73825 0.6042
O -28.99082 -29.36651 5.49870 -0.2576
O -28.11382 -29.77503 3.31406 -0.2037
O -26.97917 -30.57555 5.38793 -0.2099
C -27.03923 -28.77748 -2.25802 -0.1483
O -25.83422 -28.96371 -3.03723 -0.1139
H -27.76270 -28.41225 -2.98694 0.0762
H -27.52823 -29.64593 -1.81671 0.0729
H -26.88747 -28.09098 -1.42509 0.0697
H -25.60473 -29.88207 -2.87740 0.0662
C -22.63458 -31.06433 0.28769 -0.1717
O -23.03281 -31.69303 -0.91579 -0.1164
H -22.11749 -31.69606 1.00995 0.0751
H -21.95575 -30.24341 0.05670 0.0735
H -23.47203 -30.55306 0.76243 0.0681
H -23.02831 -32.65146 -0.86103 0.0738
C -23.53631 -22.54391 8.29391 -0.1820
O -22.95557 -22.41326 9.56886 -0.1149
H -22.94953 -21.97746 7.57077 0.0726
H -23.57487 -23.50908 7.78889 0.0673
H -24.52361 -22.10584 8.44028 0.0816
H -22.02468 -22.62848 9.47553 0.0672
C -20.02129 -24.61428 4.47313 -0.1424
O -20.96564 -23.78227 3.72861 -0.1343
H -20.37229 -25.63357 4.31205 0.0718
H -19.10854 -24.60974 3.87734 0.0722
H -19.77152 -24.47229 5.52459 0.0710
H -20.51455 -22.94137 3.62370 0.0624
C -20.12520 -36.86321 7.87118 -0.0371
C -20.39458 -35.49088 7.27834 -0.3923
C -20.03609 -35.31529 5.81892 -0.2146
O -18.66230 -35.53608 5.62469 -0.1639
C -18.13803 -35.48174 4.29481 -0.0745
N -21.82773 -35.16421 7.38601 0.1343
H -20.91139 -37.56391 7.59002 0.0853
H -20.07125 -36.80185 8.95811 0.0858
H -19.19545 -37.35873 7.59168 0.0866
H -19.85662 -34.76885 7.89264 0.1464
H -20.21195 -34.27038 5.56328 0.1285
H -20.73741 -35.92334 5.24752 0.1364
H -17.07917 -35.23075 4.35735 0.0886
H -18.51634 -34.70135 3.63454 0.0878
H -18.19894 -36.48723 3.87842 0.0927
H -22.24949 -34.41582 6.85486 0.0977
H -22.37500 -35.94429 7.05123 0.0958
C -31.93967 -34.83328 2.12666 -0.0473
C -32.88484 -34.02044 3.00267 -0.4282
C -34.33461 -34.55197 2.93812 -0.2170
O -34.91718 -34.06487 4.10391 -0.2049
C -36.24285 -34.58195 4.20821 -0.1021
N -32.47682 -34.13468 4.37758 0.0922
H -31.71197 -35.84912 2.44966 0.0950
H -30.93901 -34.42076 2.25556 0.0857
H -32.24909 -34.88613 1.08284 0.0972
H -32.86994 -33.01090 2.59193 0.1437
H -34.43128 -35.63392 2.84791 0.1372
H -34.92316 -34.16086 2.10821 0.1340
H -36.85171 -34.28474 3.35436 0.0905
H -36.81233 -34.11536 5.01202 0.0832
H -36.46669 -35.63881 4.35331 0.0964
H -32.85550 -35.07055 4.40659 0.0938
H -31.49969 -34.36373 4.26420 0.0814
C -19.55316 -24.24708 13.32694 -0.0669
C -19.08424 -24.84813 11.98737 -0.4025
C -20.05460 -26.05618 11.48484 -0.1619
O -19.71936 -26.34064 10.12515 -0.1945
C -20.70161 -27.14373 9.53420 -0.1304
N -18.97324 -23.80304 11.01386 0.0479
H -18.74837 -23.66149 13.77132 0.0718
H -19.94294 -24.86304 14.13736 0.0733
H -20.37410 -23.54046 13.20498 0.0758
H -18.10236 -25.30399 12.11466 0.1314
H -21.13989 -25.96197 11.44767 0.1088
H -19.96030 -26.78606 12.28887 0.1150
H -21.65704 -26.62459 9.45836 0.0850
H -20.92165 -28.09184 10.02488 0.0867
H -20.24367 -27.37201 8.57176 0.0917
H -18.10578 -23.39360 11.32999 0.0808
H -18.70481 -24.14080 10.10064 0.0732
C -24.58906 -23.54590 -2.33506 -0.2447
C -24.29290 -23.92431 -0.83028 -0.1953
O -23.24563 -24.89510 -0.57414 -0.0643
O -25.38284 -24.43110 -3.00894 -0.0210
H -23.63899 -23.57997 -2.86825 0.1242
H -24.98570 -22.53404 -2.41822 0.1229
H -25.13504 -24.37961 -0.30912 0.1147
H -24.17308 -22.97982 -0.29953 0.1097
H -22.80942 -24.53757 0.20271 0.0765
H -24.97494 -25.29764 -2.94316 0.1018
C -30.90442 -23.44974 8.98615 -0.2378
C -31.54653 -23.63861 10.41464 -0.2280
O -31.51246 -24.96315 11.00985 -0.0811
O -31.86776 -23.83308 8.04771 -0.0585
H -29.93929 -23.95533 9.01781 0.1163
H -30.64827 -22.39544 8.88158 0.1149
H -32.51945 -23.15458 10.49977 0.1088
H -31.07454 -22.89718 11.05931 0.1003
H -31.95391 -24.95781 11.86230 0.0750
H -32.32364 -23.02066 7.81584 0.0905
C -28.41012 -30.50424 10.42650 -0.2193
C -28.64194 -32.00606 10.58053 -0.2067
O -29.36431 -32.49335 9.45227 -0.1182
O -29.63949 -29.96210 9.98857 -0.1159
H -27.54624 -30.15847 9.85881 0.1245
H -28.28295 -29.93770 11.34897 0.1239
H -29.06179 -32.34731 11.52677 0.1247
H -27.70281 -32.54853 10.47175 0.1275
H -29.07531 -33.37890 9.22019 0.0988
H -29.63629 -29.07516 10.35588 0.0896



2.
87
Properties=species:S:1:pos:R:3:lowdin_charge:R:1 method="wB97M-V/def2-TZVPD" gap_ev="4.4201 / 4.5070" e_above_lowest_ev=1.318 multiplicity=1
Ti -0.05744 -1.15374 0.39422 0.9883
O 1.62891 -1.13814 1.35978 -0.1697
C 2.24864 -2.11779 1.95706 -0.3392
C 3.61226 -1.98787 2.29282 -0.0262
C 4.29497 -3.01907 2.90018 -0.0849
C 3.66318 -4.21812 3.23397 -0.1030
C 2.32271 -4.35450 2.95007 -0.0542
C 1.59539 -3.33276 2.32193 -0.1219
C 0.17160 -3.58261 2.11757 -0.0538
N -0.65014 -2.78751 1.54227 -0.0493
C -2.07491 -3.09752 1.34375 -0.1543
C -2.76963 -1.76163 1.01293 -0.2360
N -1.98398 -1.10560 -0.02708 -0.1826
C -2.43365 -1.27150 -1.33729 -0.1472
C -1.61686 -1.61304 -2.42090 -0.2137
C -2.15169 -1.63483 -3.75127 -0.0936
C -1.41555 -2.00682 -4.84237 -0.1321
C -0.07408 -2.41734 -4.70515 -0.1201
C 0.47348 -2.44997 -3.43982 -0.0479
C -0.25767 -2.04623 -2.32114 -0.3230
O 0.32249 -2.14548 -1.11416 -0.1819
H 4.10396 -1.05883 2.03328 0.1163
H 5.34816 -2.89334 3.12527 0.1035
H 4.21318 -5.02012 3.70674 0.0957
H 1.80646 -5.27156 3.21319 0.1078
H -0.19739 -4.52571 2.53484 0.1337
H -2.48258 -3.60100 2.22689 0.1175
H -2.17050 -3.75611 0.47540 0.1295
H -2.78466 -1.15994 1.92627 0.0750
H -3.79982 -1.95193 0.69140 0.1125
H -3.50996 -1.23439 -1.50262 0.0946
H -3.19100 -1.34632 -3.87914 0.0999
H -1.88161 -1.99909 -5.82096 0.0887
H 0.50855 -2.71485 -5.56656 0.0838
H 1.48908 -2.79277 -3.27745 0.1064
C -4.10173 1.48344 1.54791 -0.0726
N -2.96587 1.53790 2.46114 -0.2886
C -3.23619 1.00577 3.79212 -0.0903
P -1.38991 1.54247 2.00026 0.4994
O -0.63231 0.27078 2.10877 -0.2876
O -1.54723 2.09297 0.49689 -0.2568
P -0.43618 1.95836 -0.66886 0.5333
O 0.19349 0.62626 -0.78756 -0.2878
N -1.28202 2.39075 -1.99322 -0.2699
C -2.41806 3.29467 -1.97810 -0.0979
C -1.12068 1.64324 -3.24477 -0.0653
N 0.72157 3.03831 -0.19466 -0.2832
C 0.38407 4.45207 -0.22794 -0.1076
C 2.11693 2.75395 -0.53011 -0.0806
N -0.59022 2.71019 2.82819 -0.2893
C -1.22480 3.99658 3.05660 -0.1042
C 0.50459 2.40132 3.73519 -0.0817
H -4.96339 1.93482 2.04354 0.0896
H -4.34858 0.45519 1.27205 0.0758
H -3.89177 2.04257 0.64096 0.0717
H -3.88821 1.68406 4.34754 0.0873
H -2.30986 0.87768 4.35358 0.0839
H -3.71952 0.02716 3.72359 0.0860
H -2.50542 3.80913 -1.02267 0.0668
H -3.34184 2.73434 -2.15378 0.0910
H -2.31297 4.04778 -2.76264 0.0885
H -0.40387 0.83465 -3.12047 0.0693
H -0.79428 2.31632 -4.04104 0.0885
H -2.07144 1.18226 -3.51611 0.0838
H -0.61011 4.62364 0.18849 0.0637
H 0.41190 4.86237 -1.24502 0.0890
H 1.09611 5.00565 0.38604 0.0871
H 2.29912 1.68158 -0.49585 0.0617
H 2.75495 3.25059 0.20324 0.0870
H 2.37749 3.13145 -1.52658 0.0879
H -2.03075 4.16480 2.34298 0.0762
H -0.49211 4.79830 2.93635 0.0841
H -1.64560 4.06120 4.06627 0.0872
H 0.91288 1.42191 3.50035 0.0792
H 0.16692 2.41587 4.77752 0.0858
H 1.29429 3.14760 3.61901 0.0864
I 5.81086 -3.65110 -1.80748 0.8639
C 4.54945 -2.08814 -2.33422 -0.7268
C 4.61845 -1.49581 -3.58646 -0.1443
C 3.74761 -0.45599 -3.87080 -0.0587
C 2.85695 -0.05258 -2.88592 -0.1464
N 2.79096 -0.62151 -1.68975 0.0864
C 3.61579 -1.62237 -1.41689 -0.2016
H 5.33115 -1.84207 -4.32315 0.0950
H 3.75170 0.02569 -4.83915 0.1040
H 2.14824 0.74694 -3.07846 0.0998
H 3.51958 -2.08500 -0.44080 0.0829



3.
14
Properties=species:S:1:pos:R:3:lowdin_charge:R:1 method="wB97M-V/def2-TZVPD" gap_ev=9.7794 e_above_lowest_ev=1.065 smiles="O[SiH2]C1=CCC1" multiplicity=1
O -1.67943 -0.62176 2.44647 -0.2502
Si -1.57389 -1.02058 0.83565 0.5558
C 0.00442 -0.27391 0.09317 -0.2626
C 1.19173 0.36343 0.44237 -0.1491
C 1.64782 0.83185 -0.87793 -0.2094
C 0.27630 0.25022 -1.43770 -0.1611
H -2.07320 0.25502 2.65356 0.0644
H -2.45330 -0.29447 -0.05457 -0.0331
H -1.48283 -2.44183 0.74260 -0.0419
H 1.84740 0.37996 1.34532 0.1024
H 1.82260 1.88743 -0.91711 0.0857
H 2.52874 0.25917 -1.31031 0.1215
H 0.44268 -0.54677 -2.16003 0.0801
H -0.49905 0.97226 -1.80148 0.0973



4.
29
Properties=species:S:1:pos:R:3:lowdin_charge:R:1 method="wB97M-V/def2-TZVPD" gap_ev="3.3835 / 5.2519" e_above_lowest_ev=2.825 multiplicity=3
C 2.73695 -3.09586 2.82735 -0.0919
C 3.06117 -2.18622 1.83958 -0.1265
C 1.02362 -1.82792 2.47472 -0.3396
C -0.43690 -0.12885 1.61630 -0.0940
C 0.53645 0.25744 0.81578 -0.2931
C -0.20837 -1.02543 2.77099 -0.1174
C -2.34971 1.21612 -2.54712 -0.1330
C 2.54305 -0.49104 -0.57681 0.0385
C -1.61470 0.63594 -1.34303 -0.2645
C -0.74227 1.63994 -0.58930 -0.2063
N 1.42122 -2.83982 3.15839 0.0813
N 1.98623 -1.41691 1.61527 -0.0373
N 1.99739 -0.29381 0.83197 0.0854
O 0.51929 1.13256 -0.17617 -0.0964
H 3.28766 -3.87226 3.35089 0.1063
H 4.06573 -2.27632 1.30480 0.1184
H -1.44600 0.07817 1.50343 0.0675
H -1.15207 -1.75874 2.99430 0.1729
H -0.05809 -0.55305 3.67601 0.0926
H -2.98417 2.09608 -2.23063 0.0886
H -1.62530 1.46515 -3.31015 0.0661
H -3.11927 0.43793 -2.82593 0.0868
H 2.69526 0.47882 -0.94241 0.0693
H 3.46264 -1.10210 -0.49404 0.0844
H 1.71341 -0.92123 -1.09352 0.0881
H -0.88743 -0.23977 -1.79632 0.1616
H -2.25041 0.07954 -0.56889 0.1069
H -0.45678 2.44089 -1.35372 0.1411
H -1.13759 2.15656 0.33333 0.1441



5.
104
Properties=species:S:1:pos:R:3:lowdin_charge:R:1 method="wB97M-V/def2-TZVPD" gap_ev=6.5466 e_above_lowest_ev=2.474 multiplicity=1
Sn -1.06450 -0.42989 -1.50393 0.9834
Se 4.10746 -3.95013 1.13897 0.2886
P 4.69977 -2.03036 0.39017 0.5517
C 5.43647 -1.07817 1.73603 -0.3756
C 6.11204 -1.71724 2.75447 -0.1058
C 6.72870 -0.97214 3.74985 -0.0752
C 6.62240 0.40220 3.75144 -0.0889
C 5.98544 1.06502 2.71972 -0.0845
C 5.37945 0.33202 1.70486 -0.1022
C 6.04087 -2.10260 -0.80549 -0.3405
C 6.09556 -3.17460 -1.72083 -0.0772
C 6.97726 -3.08727 -2.80940 -0.0704
C 7.81817 -2.00675 -2.94467 -0.0986
C 7.81144 -0.98023 -2.02505 -0.0797
C 6.91730 -1.01899 -0.94331 -0.0715
C 3.20601 -1.48119 -0.41758 -0.3860
C 1.98803 -0.71222 -0.13462 -0.4347
N 1.23076 -0.92603 -1.23030 -0.2750
N 1.87570 -1.73113 -2.20343 -0.0229
N 3.01813 -2.05168 -1.71481 -0.0147
P 1.40767 0.38456 1.12507 0.6826
Se -0.72815 0.83073 0.99110 0.3745
C 2.32034 1.94886 0.85774 -0.3411
C 2.36737 2.45992 -0.45098 -0.0783
C 2.88569 3.71971 -0.64319 -0.0710
C 3.29838 4.48772 0.44910 -0.0661
C 3.33929 3.93836 1.72979 -0.0653
C 2.85232 2.64836 1.94674 -0.0960
C 1.68043 -0.13964 2.82812 -0.3729
C 2.12296 -1.41607 3.12948 -0.0915
C 2.17945 -1.86167 4.43411 -0.0475
C 1.64237 -1.04053 5.45729 -0.0529
C 1.17394 0.23724 5.13395 -0.0724
C 1.19135 0.68670 3.82655 -0.1451
H 6.14954 -2.80917 2.76107 0.0700
H 7.27264 -1.49292 4.56363 0.1197
H 7.09981 0.94130 4.58423 0.1131
H 5.93042 2.14795 2.62158 0.1033
H 4.77103 0.81700 0.90460 0.1100
H 5.36590 -3.96256 -1.66656 0.0760
H 7.02560 -3.85315 -3.59206 0.1120
H 8.42747 -1.92434 -3.81733 0.0975
H 8.52471 -0.17323 -2.01032 0.0992
H 7.00371 -0.20535 -0.19608 0.1050
H 2.00295 1.86240 -1.24059 0.0704
H 3.00115 4.13973 -1.63115 0.1059
H 3.55659 5.52319 0.27083 0.1048
H 3.77383 4.48393 2.56241 0.1091
H 2.89159 2.18154 2.92927 0.0964
H 2.40987 -2.07897 2.32041 0.0290
H 2.57784 -2.85645 4.71475 0.1226
H 1.66024 -1.43342 6.47362 0.1062
H 0.62191 0.80401 5.89325 0.1134
H 0.89569 1.72990 3.58878 0.1116
C -2.15897 1.54936 -4.64049 -0.2405
P -1.02746 1.57443 -3.24980 0.7623
C 0.66992 1.75631 -3.95731 -0.2114
C -1.41071 3.08651 -2.38053 -0.4057
C -2.58835 3.00251 -1.62447 -0.1124
C -2.93633 3.99871 -0.67760 -0.0601
C -2.17731 5.14125 -0.58732 -0.0995
C -1.07039 5.26180 -1.37416 -0.0880
C -0.61078 4.24146 -2.23695 -0.0628
H -1.59104 1.07726 -5.49555 0.0713
H -2.45251 2.56056 -4.95440 0.0615
H -3.02579 0.94171 -4.36939 0.0087
H 0.95496 2.78338 -4.04388 0.0258
H 0.69457 1.19970 -4.88059 0.0450
H 1.30546 1.23684 -3.23619 0.0101
H -3.24505 2.15697 -1.85222 0.1018
H -3.77001 3.85245 -0.01677 0.1045
H -2.50470 5.95666 0.04997 0.1115
H -0.48358 6.15661 -1.26532 0.0994
H 0.23149 4.45291 -2.87711 0.0876
O -3.75487 -0.77840 -3.49084 -0.0263
C -4.10949 -1.14202 -2.37300 -0.5941
N -5.32988 -1.72639 -2.14427 0.1197
C -5.65034 -1.83922 -0.72714 -0.2413
C -4.12988 -1.66223 -0.19019 -0.4473
O -3.76596 -1.98994 0.92453 0.0606
N -3.39445 -1.04274 -1.16206 -0.0408
C -6.16035 -3.21020 -0.28816 -0.1493
C -7.51722 -3.39459 0.03827 -0.0318
C -7.95018 -4.66914 0.47332 -0.0892
C -7.02613 -5.71176 0.60962 -0.1047
C -5.70151 -5.56409 0.16215 -0.0690
C -5.32140 -4.32453 -0.34418 -0.0290
C -6.51184 -0.63405 -0.24251 -0.1412
C -6.87345 -0.47511 1.10496 -0.0281
C -7.32867 0.77736 1.56688 -0.0922
C -7.64790 1.78919 0.69594 -0.0971
C -7.29083 1.62060 -0.65840 -0.0873
C -6.74796 0.43969 -1.09011 -0.0539
H -6.00879 -1.81840 -2.91042 0.1687
H -8.22730 -2.54191 0.01040 0.1183
H -8.99411 -4.85149 0.82609 0.1085
H -7.36801 -6.70324 1.00906 0.1105
H -4.99161 -6.37451 0.28783 0.1022
H -4.32543 -4.20202 -0.71586 0.1137
H -6.68824 -1.29809 1.81497 0.1289
H -7.52771 0.79834 2.66725 0.1154
H -8.06109 2.76443 1.03713 0.1100
H -7.45536 2.37708 -1.41164 0.0982
H -6.62582 0.32568 -2.15084 0.1064



6.
17
Properties=species:S:1:pos:R:3:lowdin_charge:R:1 method="wB97M-V/def2-TZVPD" gap_ev="9.5029 / 4.3976" e_above_lowest_ev=2.076 multiplicity=2 charge=+1
C -0.08327 -1.02603 -0.61341 -0.2431
C 0.92584 -0.56484 0.50082 -0.2406
C 1.12059 0.96013 0.38724 -0.5136
S 1.62892 1.27405 -1.25414 1.1399
C -1.42311 -0.32819 -0.56387 -0.2195
N -1.64167 0.29994 0.88626 -0.0162
H 0.33704 -0.74045 -1.66230 0.0969
H -0.40957 -2.17957 -0.57125 0.1636
H 0.64579 -0.52644 1.57859 0.1235
H 1.85903 -1.21494 0.42132 0.1417
H 0.24825 1.65489 0.35622 0.0782
H 1.81074 1.40069 1.19986 0.1488
H 2.92250 0.89409 -1.29015 -0.0261
H -1.56394 0.56143 -1.18572 0.1017
H -2.27707 -1.12922 -0.70785 0.1429
H -1.75401 -0.34415 1.64502 0.0631
H -2.34606 1.00860 0.87337 0.0590



Which F_max belongs to each record? In order, 4.013; 1.545; 3.254; 5.608; 4.335; 4.768 eV/A.